# 1
{"formula": "C2ClF3O3S", "method": "the ωB97M-V functional and the def2-TZVPD basis", "elements": ["C", "C", "O", "O", "O", "F", "F", "F", "S", "Cl"], "xyz": [[0.00571, -0.43921, -0.93443], [1.40998, 0.30727, -0.81584], [-1.39372, 0.23562, 3.26330], [-0.55527, -0.40591, 0.22085], [-0.33219, -0.87662, -1.99427], [-3.16565, 0.64760, 1.64828], [2.18337, 0.12719, -1.89459], [2.10537, -0.16227, 0.23146], [-2.09920, -0.42082, 2.25072], [1.10127, 2.03157, -0.59582]], "gap_ev": [7.05, 5.39], "total_energy_ev": -39723.3456, "lumo_energy_ev": [-3.33, -4.39], "total_charge": 0, "e_above_lowest_kj_mol": 260.8, "largest_force_ev_per_a": 3.1, "mol_weight_da": 196.53, "multiplicity": 1}

---

# 2
{"formula": "C2ClFO2S", "method": "the ωB97M-V functional and the def2-TZVPD basis", "elements": ["O", "S", "O", "F", "C", "C", "Cl"], "xyz": [[-1.07489, 0.51064, -1.28468], [-1.14887, 0.03136, 0.02968], [-1.88245, 0.54830, 1.08785], [-1.52983, -1.48006, 0.00808], [0.72774, -0.19123, 0.53760], [1.83776, -0.22716, 0.11730], [3.39291, 0.15663, -0.16798]], "gap_ev": 10.88, "total_energy_ev": -32240.1743, "lumo_energy_ev": -0.08, "total_charge": 0, "e_above_lowest_kj_mol": 33.2, "largest_force_ev_per_a": 5.8, "smiles": "O=S(=O)(F)C#CCl", "mol_weight_da": 142.54, "multiplicity": 1}